(1)
{"formula": "C5H8N4S2", "method": "the ωB97M-V functional and the def2-TZVPD basis", "elements": ["C", "C", "N", "C", "N", "C", "N", "N", "C", "S", "S", "H", "H", "H", "H", "H", "H", "H", "H"], "coordinates": [[0.52472, -1.44221, -1.14882], [0.82729, -0.28808, -0.31376], [2.08827, 0.04852, 0.17258], [1.95917, 1.17393, 0.87768], [0.72101, 1.60452, 0.85983], [-0.01696, 0.68270, 0.16282], [-1.36659, 0.85632, -0.00845], [-1.97251, 2.13270, -0.16015], [-2.37070, -0.21941, 0.56307], [-1.85749, -1.55571, 1.44188], [-3.87612, 0.40333, 0.11041], [0.36659, -2.33396, -0.43363], [-0.41632, -1.29659, -1.67364], [1.22748, -1.83668, -1.85993], [2.91020, -0.53691, -0.10903], [2.68748, 1.68443, 1.48024], [-1.28996, 2.73912, -0.67778], [-2.22376, 2.45929, 0.79326], [-4.61109, -0.74190, 0.39650]], "e_tot_ha": -1210.65799, "e_above_lowest_kcal_mol": 0.0, "gap_ha": 0.29526, "total_charge": 0}

(2)
{"formula": "C4H4F2", "method": "the ωB97M-V functional and the def2-TZVPD basis", "elements": ["C", "C", "C", "C", "F", "F", "H", "H", "H", "H"], "coordinates": [[1.94145, -0.21316, 0.59717], [1.48501, -0.22841, -0.59324], [-0.91292, 0.15239, -0.30799], [-2.21625, -0.13167, -0.11601], [-2.98786, 0.78115, 0.51043], [-3.01371, -1.11371, -0.26529], [1.46765, -0.07345, 1.57309], [3.10635, -0.14421, 0.64106], [1.81421, -0.29836, -1.59727], [-0.68392, 1.26945, -0.44196]], "e_tot_ha": -354.30604, "e_above_lowest_kcal_mol": 122.1, "gap_ha": [0.30071, 0.32588], "total_charge": 0}

(3)
{"formula": "C4H11N3O2", "method": "the ωB97M-V functional and the def2-TZVPD basis", "elements": ["C", "N", "C", "N", "N", "H", "H", "H", "H", "H", "H", "H", "C", "C", "O", "O", "H", "H", "H", "H"], "coordinates": [[2.19897, -0.02076, 1.35232], [0.84009, -0.30518, 0.98446], [-0.11743, -0.30933, 1.89284], [0.12564, 0.18573, 3.19049], [-1.45142, -0.39767, 1.59250], [2.51328, 0.07274, 2.40534], [2.45060, 0.91098, 0.85113], [2.85071, -0.78474, 0.91957], [1.09910, 0.28165, 3.61846], [-0.52234, 0.29044, 3.94012], [-1.80020, -0.33822, 0.56423], [-2.05181, 0.07944, 2.15423], [-0.97534, 0.40742, -3.74630], [-1.17895, -0.26601, -2.37945], [-1.94301, -0.17141, -1.55175], [0.08394, -0.78659, -2.22458], [-1.83816, 0.65071, -4.22546], [-0.42813, -0.22930, -4.40250], [-0.30169, 1.30383, -3.63648], [0.44618, -0.57373, -1.29916]], "e_tot_ha": -473.73377, "e_above_lowest_kcal_mol": 43.3, "gap_ha": 0.34028, "total_charge": 0}

(4)
{"formula": "C5H8N2", "method": "the ωB97M-V functional and the def2-TZVPD basis", "elements": ["C", "C", "C", "C", "C", "N", "N", "H", "H", "H", "H", "H", "H", "H", "H"], "coordinates": [[0.13483, -1.29320, -0.51507], [-0.05611, 0.15667, 0.02377], [0.63231, 1.15752, -0.90775], [0.48139, 0.07263, 1.39688], [-0.52426, 0.06980, 2.34504], [-1.70290, 0.25507, 1.71851], [-1.45372, 0.37529, 0.26929], [1.19233, -1.57165, -0.54277], [-0.25942, -1.33229, -1.53716], [-0.40972, -2.01137, 0.10528], [0.27573, 1.06365, -1.93800], [0.47478, 2.18215, -0.56327], [1.70903, 0.94454, -0.89890], [1.54529, -0.09494, 1.55531], [-2.03958, 0.02612, -0.51117]], "e_tot_ha": -304.65026, "e_above_lowest_kcal_mol": 116.2, "gap_ha": [0.27502, 0.23659], "total_charge": 0}

(5)
{"formula": "C24H71N12O11", "method": "the ωB97M-V functional and the def2-TZVPD basis", "elements": ["C", "C", "O", "H", "H", "H", "H", "H", "C", "C", "C", "O", "C", "N", "H", "H", "H", "H", "H", "H", "H", "H", "H", "H", "H", "C", "C", "C", "O", "C", "N", "H", "H", "H", "H", "H", "H", "H", "H", "H", "H", "H", "C", "C", "C", "O", "C", "N", "H", "H", "H", "H", "H", "H", "H", "H", "H", "H", "H", "C", "C", "C", "O", "C", "N", "H", "H", "H", "H", "H", "H", "H", "H", "H", "H", "H", "C", "C", "O", "O", "H", "H", "H", "H", "H", "H", "C", "O", "N", "N", "H", "H", "H", "H", "C", "O", "N", "N", "H", "H", "H", "H", "C", "O", "N", "N", "H", "H", "H", "H", "C", "O", "N", "N", "H", "H", "H", "H"], "coordinates": [[-11.59832, -21.86881, -13.23377], [-11.03114, -21.87290, -14.70896], [-10.02582, -20.91950, -15.05950], [-12.40597, -22.59613, -13.31636], [-11.89097, -20.87664, -12.89019], [-10.74463, -22.24785, -12.67195], [-11.80483, -21.60754, -15.42944], [-10.77008, -22.90574, -14.93959], [-9.21919, -22.24641, -9.24222], [-7.68922, -22.15005, -9.41244], [-7.08876, -23.18845, -10.31866], [-7.15474, -24.44286, -9.59352], [-6.33613, -25.46261, -10.12520], [-7.24038, -20.83211, -9.89276], [-9.64105, -23.24710, -9.33582], [-9.66906, -21.75843, -10.10686], [-9.64675, -21.78443, -8.35235], [-7.43844, -22.24189, -8.35567], [-6.11607, -22.90432, -10.72020], [-7.70972, -23.17924, -11.21444], [-6.34957, -26.34170, -9.48091], [-5.33300, -25.07591, -9.94553], [-6.38309, -25.83161, -11.14977], [-6.25565, -20.61704, -9.95715], [-7.67472, -20.15502, -9.28203], [-14.43144, -19.12414, -14.14181], [-15.90006, -18.85011, -13.79095], [-16.55862, -20.04369, -13.20136], [-17.96536, -19.83968, -12.93379], [-18.56078, -20.74607, -11.97741], [-15.94831, -17.69373, -12.92816], [-14.26392, -20.05879, -14.67703], [-13.75846, -19.23754, -13.29190], [-13.95828, -18.30521, -14.68364], [-16.44371, -18.66596, -14.71758], [-16.09983, -20.11147, -12.21494], [-16.42942, -20.96353, -13.77173], [-18.02458, -20.85550, -11.03474], [-18.59172, -21.71052, -12.48434], [-19.58452, -20.44438, -11.75598], [-16.90993, -17.55186, -12.65383], [-15.45416, -18.03033, -12.11415], [-14.55455, -24.15894, -19.48125], [-14.37104, -22.87080, -18.56746], [-15.73793, -22.14666, -18.33602], [-15.43005, -20.96744, -17.63449], [-16.55628, -20.34212, -17.04535], [-13.73921, -23.31197, -17.37377], [-13.59474, -24.64507, -19.65602], [-14.87888, -23.89998, -20.48914], [-15.32540, -24.78317, -19.02933], [-13.65934, -22.15958, -18.98669], [-16.38102, -22.78175, -17.72676], [-16.16096, -21.85994, -19.29880], [-16.67581, -20.76958, -16.04982], [-17.45718, -20.29505, -17.65712], [-16.22814, -19.32059, -16.85329], [-12.85933, -23.78045, -17.53636], [-13.48836, -22.51738, -16.80297], [-7.35515, -24.29774, -14.32267], [-6.74324, -23.72164, -15.64706], [-5.94671, -24.80504, -16.40393], [-5.22278, -24.19523, -17.45346], [-4.38733, -25.09336, -18.14820], [-7.80904, -23.06631, -16.46214], [-7.90465, -25.21594, -14.53017], [-8.01052, -23.55503, -13.86773], [-6.66985, -24.55672, -13.51557], [-5.95214, -23.00617, -15.42262], [-6.51081, -25.66961, -16.75380], [-5.27516, -25.20917, -15.64644], [-4.90440, -25.88446, -18.69124], [-3.76045, -25.60828, -17.42021], [-3.67273, -24.63289, -18.83042], [-7.96545, -23.73197, -17.20547], [-8.65407, -22.98025, -15.91568], [-15.81240, -25.36916, -13.37953], [-15.18166, -24.42775, -14.51393], [-15.44036, -24.89081, -15.83297], [-17.15978, -25.09471, -13.24726], [-15.29847, -25.13295, -12.44776], [-15.70582, -26.39368, -13.73605], [-14.09248, -24.40373, -14.47914], [-15.52503, -23.39524, -14.44961], [-15.02214, -24.25009, -16.41276], [-17.43133, -24.83567, -12.36365], [-13.82444, -19.45806, -9.94547], [-14.23510, -18.67253, -10.76669], [-14.36630, -19.80132, -8.83258], [-12.65582, -20.03794, -10.03189], [-13.91414, -20.61758, -8.44610], [-15.33315, -19.52375, -8.74177], [-12.07256, -19.88800, -10.84271], [-12.30328, -20.64920, -9.30926], [-6.96830, -20.10676, -13.76383], [-6.91344, -19.82357, -14.93010], [-5.95732, -20.15593, -12.93973], [-8.05360, -20.47979, -13.16724], [-6.00940, -20.71314, -12.09896], [-5.01116, -20.04070, -13.27380], [-8.15715, -20.39901, -12.16581], [-8.80249, -20.54107, -13.84215], [-12.34020, -19.27208, -18.08141], [-11.11271, -19.20070, -18.05812], [-13.02002, -19.97012, -17.23746], [-13.06296, -18.82006, -19.02683], [-14.01168, -20.15850, -17.27220], [-12.51445, -20.27508, -16.41800], [-14.00744, -18.49283, -18.88194], [-12.51930, -18.27306, -19.67900], [-10.34845, -17.50716, -14.79737], [-9.37146, -17.77435, -15.40013], [-11.02895, -16.40133, -14.94506], [-10.99449, -18.29668, -13.99393], [-11.70889, -16.15287, -14.24075], [-10.67857, -15.71964, -15.60281], [-10.54415, -19.19925, -14.04551], [-11.81551, -17.99455, -13.48921]], "e_tot_ha": -2441.53706, "gap_ha": [0.31130, 0.24959], "total_charge": 0, "multiplicity": 2}

(6)
{"formula": "C8H10FeN2S", "method": "the ωB97M-V functional and the def2-TZVPD basis", "elements": ["C", "C", "C", "C", "C", "Fe", "N", "C", "C", "H", "H", "H", "H", "H", "H", "H", "H", "H", "H", "S", "C", "N"], "coordinates": [[-0.68355, -0.23631, -1.76590], [-0.96823, 1.05539, -1.20280], [-1.67605, 0.88746, 0.00819], [-1.76856, -0.52159, 0.25956], [-1.19744, -1.22881, -0.86507], [0.22886, -0.23803, 0.04567], [-0.17727, -1.87723, 1.18969], [1.83323, 0.44512, -0.78880], [1.39388, 1.70797, -0.37034], [-2.13363, 1.67939, 0.59375], [-0.80303, 2.01243, -1.68499], [-2.35258, -0.93241, 1.09492], [-1.23632, -2.29203, -1.09335], [-0.23702, -0.42873, -2.74110], [1.08555, 2.49950, -1.12607], [2.56411, -0.06002, -0.14741], [0.78250, -2.21089, 1.04635], [1.88296, 2.22268, 0.48262], [1.87082, 0.03135, -1.80170], [0.38214, 0.39720, 2.02158], [0.47751, -1.11506, 2.95008], [0.73212, -1.79740, 3.89514]], "e_tot_ha": -2081.98646, "e_above_lowest_kcal_mol": 94.9, "gap_ha": [0.20264, 0.26810], "total_charge": -1, "multiplicity": 6}